# 1
C41H46AlF3N3O2SSiTe as an isolated structure. Source: the Open Molecules 2025 dataset; level of theory: ωB97M-V with the def2-TZVPD basis set.

Values from the calculation:
Multiplicity: 2
LUMO (spin up / spin down): -0.1579 / -1.0248 eV
HOMO energy (spin up / spin down): -7.3 / -7.7 eV
Orbital gap (spin up / spin down): 7.139 / 6.669 eV

Positions of all 99 atoms, in Å:
Al -0.51 1.37 1.37
C 2.28 0.48 3.89
Si 1.99 2.25 3.35
C 3.71 2.78 2.79
C 1.44 3.08 4.94
N 0.83 2.54 2.05
C 0.80 3.87 1.62
C 1.50 4.96 2.17
C 1.40 6.24 1.63
C 0.60 6.49 0.53
C -0.12 5.44 -0.03
C 0.00 4.19 0.52
O -0.70 3.06 0.07
C -1.42 3.25 -1.13
C -0.75 3.07 -2.32
C -1.45 3.24 -3.51
C -2.79 3.59 -3.48
C -3.43 3.80 -2.27
C -2.74 3.64 -1.08
H 3.09 0.56 4.63
H 2.65 -0.17 3.10
H 1.44 0.02 4.39
H 4.45 2.41 3.50
H 3.87 3.85 2.66
H 3.91 2.30 1.82
H 2.06 2.74 5.77
H 0.41 2.76 5.15
H 1.45 4.17 4.95
H 2.13 4.83 3.03
H 1.96 7.04 2.09
H 0.52 7.48 0.11
H -0.76 5.60 -0.89
H 0.30 2.84 -2.31
H -0.94 3.09 -4.45
H -3.33 3.71 -4.41
H -4.47 4.08 -2.25
H -3.22 3.80 -0.12
F -2.48 -2.36 4.27
C -1.19 -2.35 4.67
F -0.93 -3.59 5.14
F -1.09 -1.52 5.72
C -0.26 -1.99 3.54
C 0.76 -2.78 3.25
C 1.65 -2.54 2.09
C 1.27 -1.31 1.23
N 0.28 -0.41 1.78
C -0.44 -0.71 2.82
S -1.49 0.51 3.39
H 0.93 -3.68 3.83
H 2.70 -2.58 2.40
H 2.14 -0.70 0.96
C -3.79 1.63 1.32
C -3.12 0.94 0.13
O -3.85 0.63 -0.82
N -1.81 0.65 0.24
Te -1.37 -0.72 -1.62
C -0.21 -1.39 -3.38
C 0.82 -0.66 -3.97
C 1.39 0.60 -3.37
C 1.40 -1.12 -5.15
C 1.00 -2.29 -5.76
C 1.63 -2.78 -7.03
C -0.03 -3.01 -5.15
C -0.64 -2.58 -3.99
C -1.75 -3.43 -3.42
C -0.58 -2.21 -0.33
C 0.89 -2.26 0.03
C 1.86 -2.05 -1.12
C 1.31 -3.49 0.89
C 0.28 -4.54 1.18
C 0.75 -5.81 1.84
C -0.99 -4.29 0.89
C -1.46 -3.09 0.17
C -2.95 -2.97 0.01
H -4.70 2.11 0.96
H -3.15 2.38 1.81
H -4.05 0.89 2.07
H 0.93 0.82 -2.41
H 1.22 1.46 -4.03
H 2.47 0.51 -3.23
H 2.20 -0.54 -5.60
H 2.43 -2.11 -7.35
H 0.90 -2.85 -7.83
H 2.07 -3.77 -6.90
H -0.36 -3.94 -5.61
H -1.97 -4.27 -4.08
H -2.67 -2.86 -3.28
H -1.48 -3.84 -2.44
H 1.75 -1.06 -1.56
H 1.71 -2.79 -1.91
H 2.88 -2.15 -0.75
H 2.22 -3.96 0.49
H 1.78 -5.73 2.17
H 0.69 -6.65 1.15
H 0.13 -6.05 2.71
H -1.75 -5.03 1.14
H -3.46 -3.70 0.63
H -3.27 -3.13 -1.03
H -3.30 -1.97 0.30

Mulliken population analysis, charges in e, atoms 1 to 8: Al -2.104; C -0.832; Si -0.131; C -1.202; C -1.084; N 1.098; C -0.009; C -0.648


# 2
C41H46HgP2 as an isolated structure in a non-equilibrium geometry. Source: the Open Molecules 2025 dataset; level of theory: ωB97M-V with the def2-TZVPD basis set.

Values from the calculation:
LUMO (spin up / spin down): -0.1815 / -0.1812 eV
HOMO energy (spin up / spin down): -4.2 / -4.2 eV
Orbital gap (spin up / spin down): 4.052 / 4.059 eV

Positions of all 90 atoms, in Å:
Hg 0.19 -1.28 1.60
C -0.16 1.20 -5.86
C 1.00 1.39 -5.26
C 1.71 2.69 -5.00
C 0.83 3.95 -5.02
C -0.28 3.91 -4.01
C -1.50 3.40 -4.14
C -2.11 2.74 -5.34
C -1.13 2.21 -6.40
C -1.01 -1.09 3.77
H -0.51 0.16 -6.05
H 1.62 0.51 -4.99
H 2.55 2.84 -5.71
H 2.18 2.61 -4.01
H 1.49 4.79 -4.72
H 0.50 4.18 -6.04
H -0.01 4.44 -3.07
H -2.23 3.53 -3.32
H -2.83 3.42 -5.84
H -2.71 1.90 -4.98
H -1.75 1.69 -7.15
H -0.64 3.05 -6.93
H -2.02 -1.43 3.77
H -1.07 0.00 3.46
H -0.58 -0.59 4.69
P 1.15 -1.10 -0.57
P -0.66 1.21 0.92
C 0.91 0.54 -1.29
C 0.19 1.53 -0.66
C 2.94 -1.42 -0.48
C 3.73 -0.84 -1.48
C 5.10 -1.08 -1.47
C 5.64 -1.89 -0.47
C 4.84 -2.48 0.52
C 3.47 -2.25 0.54
C 0.35 -2.35 -1.62
C -1.06 -2.46 -1.65
C -1.61 -3.41 -2.50
C -0.78 -4.21 -3.29
C 0.61 -4.08 -3.27
C 1.19 -3.14 -2.43
C -0.27 2.54 2.10
C 1.00 2.59 2.73
C 1.25 3.65 3.60
C 0.26 4.62 3.82
C -0.99 4.57 3.19
C -1.26 3.52 2.32
C -2.45 1.25 0.55
C -3.36 0.53 1.37
C -4.71 0.61 1.06
C -5.13 1.39 -0.02
C -4.24 2.11 -0.82
C -2.88 2.04 -0.53
H 1.38 0.69 -2.29
H 0.05 2.54 -1.09
H 3.25 -0.21 -2.24
H 5.69 -0.62 -2.25
H 6.70 -2.07 -0.48
H 5.29 -3.11 1.29
H 2.81 -2.70 1.31
H -1.68 -1.80 -1.02
H -2.69 -3.53 -2.54
H -1.22 -4.95 -3.95
H 1.28 -4.70 -3.87
H 2.28 -2.99 -2.37
H 1.75 1.81 2.52
H 2.21 3.72 4.10
H 0.45 5.45 4.50
H -1.77 5.31 3.35
H -2.22 3.44 1.79
H -3.00 -0.07 2.22
H -5.43 0.07 1.67
H -6.19 1.45 -0.26
H -4.54 2.72 -1.66
H -2.13 2.59 -1.11
C 0.03 -5.11 5.45
C 0.20 -3.61 5.76
C -0.97 -3.10 6.64
C 1.54 -3.33 6.48
C 0.43 -3.09 4.28
C 0.04 -2.03 3.59
H 0.05 -5.67 6.38
H 0.85 -5.38 4.77
H -0.93 -5.23 4.92
H -0.96 -3.67 7.58
H -0.88 -2.04 6.89
H -1.94 -3.27 6.15
H 2.35 -3.63 5.81
H 1.63 -2.25 6.68
H 1.56 -3.89 7.41

Mulliken population analysis, charges in e, atoms 1 to 8: Hg 0.336; C -0.349; C -0.379; C -0.379; C -1.104; C -0.096; C -0.337; C -0.616


# 3
C41H47BHgN14SSe as an isolated structure. Source: the Open Molecules 2025 dataset; level of theory: ωB97M-V with the def2-TZVPD basis set.

Values from the calculation:
LUMO: 4.1768 eV
Charge: -2
HOMO energy: 0.4 eV
Orbital gap: 3.766 eV

Positions of all 106 atoms, in Å:
Hg 0.31 0.78 0.13
C -3.33 0.72 -2.04
C -3.44 -0.75 -1.74
C -4.43 -1.67 -2.14
C -4.07 -2.85 -1.53
N -2.93 -2.62 -0.83
N -2.55 -1.33 -0.96
B -2.16 -3.60 0.05
N -0.71 -3.83 -0.42
C 0.03 -4.96 -0.34
C 1.31 -4.65 -0.74
C 1.26 -3.27 -1.05
C 2.34 -2.35 -1.52
N 0.04 -2.80 -0.85
N -2.17 -3.15 1.54
C -1.55 -3.80 2.54
C -1.69 -3.04 3.69
C -2.43 -1.92 3.26
C -2.83 -0.71 4.05
N -2.71 -2.00 1.97
N -2.90 -4.98 0.01
C -3.88 -5.37 0.86
C -4.44 -6.52 0.35
C -3.73 -6.75 -0.85
C -3.92 -7.86 -1.84
N -2.82 -5.82 -1.05
H -3.96 1.00 -2.88
H -2.30 0.99 -2.26
H -3.63 1.31 -1.17
H -5.28 -1.50 -2.77
H -4.52 -3.83 -1.56
H -0.42 -5.89 -0.04
H 2.15 -5.33 -0.82
H 2.83 -2.73 -2.42
H 3.11 -2.21 -0.76
H 1.93 -1.37 -1.73
H -1.04 -4.74 2.37
H -1.31 -3.26 4.67
H -2.49 -0.80 5.09
H -3.92 -0.59 4.05
H -2.39 0.19 3.62
H -4.09 -4.81 1.75
H -5.23 -7.11 0.78
H -4.44 -8.70 -1.39
H -2.95 -8.21 -2.21
H -4.50 -7.52 -2.71
C 3.46 4.00 -1.91
C 3.05 4.29 -3.20
C 2.18 3.43 -3.85
C 1.76 2.28 -3.18
N 2.18 1.99 -1.96
C 2.99 2.83 -1.32
C 0.73 1.35 -3.74
C -0.16 1.75 -4.73
C -1.15 0.87 -5.13
C -1.24 -0.37 -4.53
C -0.30 -0.69 -3.56
N 0.66 0.14 -3.19
H 4.11 4.66 -1.34
H 3.39 5.19 -3.70
H 1.84 3.65 -4.85
H 3.24 2.56 -0.30
H -0.11 2.75 -5.15
H -1.87 1.18 -5.89
H -2.03 -1.07 -4.78
H -0.34 -1.63 -3.02
S 4.45 0.56 1.65
C 3.59 -0.82 2.03
N 2.34 -0.71 2.47
C 1.95 -1.94 3.12
C 2.80 -2.95 2.34
N 4.00 -2.15 2.00
H 2.10 0.28 2.68
H 0.87 -2.13 3.04
H 2.23 -1.94 4.18
H 2.27 -3.26 1.44
H 3.06 -3.83 2.93
H 4.40 -2.40 1.10
C 1.21 6.42 0.01
N 0.15 5.71 0.71
C -0.14 5.83 2.05
C -1.11 4.93 2.33
N -1.40 4.28 1.15
C -2.33 3.17 0.99
C -0.64 4.76 0.14
Se -0.68 4.18 -1.59
H 1.20 7.47 0.33
H 1.01 6.35 -1.05
H 2.17 5.97 0.24
H 0.39 6.51 2.69
H -1.58 4.67 3.26
H -2.65 2.85 1.98
H -1.84 2.35 0.48
H -3.20 3.49 0.41
C 3.24 1.72 2.15
C 3.70 3.04 2.12
C 2.81 4.10 2.58
C 3.20 5.42 2.64
C 4.46 5.86 2.21
C 5.33 4.88 1.72
C 4.99 3.55 1.68
H 1.82 3.80 2.90
H 2.50 6.14 3.06
H 4.75 6.91 2.27
H 6.32 5.17 1.38
H 5.74 2.85 1.32

Mulliken population analysis, charges in e, atoms 1 to 8: Hg 0.182; C -0.597; C 0.455; C -1.685; C -0.108; N 1.144; N -0.412; B -0.589


# 4
C41H47F6N7O3PRbS as an isolated structure in a non-equilibrium geometry. Source: the Open Molecules 2025 dataset; level of theory: ωB97M-V with the def2-TZVPD basis set.

Values from the calculation:
Multiplicity: 2
LUMO (spin up / spin down): -0.3009 / -0.7596 eV
Charge: -1
HOMO energy (spin up / spin down): -4.5 / -4.5 eV
Orbital gap (spin up / spin down): 4.158 / 3.699 eV

Positions of all 107 atoms, in Å:
Rb -1.83 -0.26 -0.89
C 5.99 1.13 0.19
C 5.68 0.62 -1.23
C 6.63 -0.58 -1.56
C 5.99 1.78 -2.23
C 4.24 0.17 -1.39
C 3.28 0.40 -0.43
C 1.92 0.13 -0.65
N 0.89 0.26 0.17
C 0.96 0.41 1.50
C 2.03 -0.02 2.34
C 2.06 0.21 3.71
C 0.96 0.86 4.30
C -0.24 1.05 3.62
C -0.23 0.99 2.16
O -1.19 1.40 1.47
C -1.53 1.45 4.30
C -1.41 1.36 5.82
C -1.87 2.88 3.96
C -2.68 0.53 3.86
C 3.26 -0.20 4.55
C 2.88 -0.18 6.04
C 4.47 0.75 4.37
C 3.66 -1.64 4.18
C 1.56 -0.32 -2.03
O 0.33 -0.24 -2.34
C 2.58 -0.76 -2.95
C 3.86 -0.45 -2.63
C 2.08 -1.30 -4.28
C 1.09 -2.50 -4.12
C 3.28 -1.76 -5.10
C 1.39 -0.17 -5.03
H 7.02 1.54 0.28
H 5.86 0.32 0.92
H 5.30 1.98 0.48
H 7.70 -0.42 -1.37
H 6.59 -0.91 -2.65
H 6.32 -1.43 -0.94
H 7.02 2.15 -2.02
H 5.27 2.62 -2.14
H 6.02 1.43 -3.29
H 3.60 0.77 0.55
H 2.86 -0.53 1.82
H 1.03 1.20 5.29
H -0.63 2.07 6.19
H -1.16 0.34 6.17
H -2.37 1.61 6.30
H -0.98 3.52 4.10
H -2.73 3.22 4.55
H -2.17 2.98 2.92
H -2.43 -0.55 4.02
H -2.89 0.65 2.78
H -3.61 0.75 4.44
H 2.58 0.83 6.36
H 3.79 -0.46 6.65
H 2.03 -0.90 6.29
H 4.29 1.79 4.73
H 4.77 0.83 3.32
H 5.35 0.39 4.94
H 2.77 -2.29 4.16
H 4.36 -2.06 4.95
H 4.09 -1.68 3.14
H 4.66 -0.72 -3.31
H 1.60 -3.42 -3.76
H 0.63 -2.80 -5.12
H 0.22 -2.28 -3.48
H 3.83 -2.60 -4.61
H 3.99 -0.94 -5.35
H 2.96 -2.08 -6.14
H 0.56 0.26 -4.47
H 1.04 -0.56 -6.01
H 2.14 0.63 -5.22
N -5.36 2.03 -3.60
C -6.09 0.86 -3.50
C -7.43 0.60 -3.57
C -7.88 -0.68 -3.25
C -6.94 -1.69 -2.91
C -5.57 -1.44 -2.87
C -5.15 -0.12 -3.08
N -3.89 0.46 -2.91
C -4.04 1.73 -3.25
C -2.97 2.72 -3.20
C -3.17 4.06 -3.52
S -2.02 5.04 -2.70
C -1.30 3.60 -2.12
N -1.87 2.46 -2.42
H -5.65 3.01 -3.79
H -8.11 1.42 -3.86
H -8.92 -0.95 -3.26
H -7.30 -2.69 -2.62
H -4.79 -2.15 -2.58
H -3.88 4.42 -4.24
H -0.42 3.63 -1.48
O -4.98 0.24 0.87
N -5.53 -0.73 0.32
C -6.42 -1.39 1.08
C -6.80 -0.98 2.35
N -7.14 -0.77 3.43
C -7.13 -2.50 0.62
N -7.57 -3.53 0.29
F -1.24 -3.27 -1.26
P -1.87 -4.02 0.10
F -2.31 -5.29 -0.86
F -0.42 -4.73 0.40
F -3.32 -3.25 -0.26
F -2.52 -4.73 1.44
F -1.40 -2.65 1.02

Mulliken population analysis, charges in e, atoms 1 to 8: Rb 1.018; C -1.719; C 1.802; C -1.603; C -1.630; C -0.271; C -0.444; C -1.281


| no. | DFT total energy (Ha) |
| --- | --- |
| 1 | -3402.538378 |
| 2 | -2425.691190 |
| 3 | -5335.097942 |
| 4 | -3562.587926 |